[1]
C27H54N3 | ωB97M-V with the def2-TZVPD basis set

Structure (XYZ):
```
84
Properties=species:S:1:pos:R:3:forces:R:3
C -7.840965 2.583499 0.106914 1.64 -3.19 -5.09
C -7.455821 2.024775 -1.013683 -0.76 3.12 4.52
C -6.693974 1.556846 -2.361455 -0.95 -0.33 1.42
N -5.221468 1.896492 -2.281648 -0.32 1.62 -0.27
C -4.876125 3.200784 -2.308407 2.41 3.86 -0.16
N -5.699567 4.416817 -2.415114 -0.04 -2.22 1.93
C -5.012731 5.384900 -1.474492 2.96 -0.71 -0.16
C -3.515394 5.253733 -2.121923 -1.03 -1.20 -0.26
N -3.504401 3.743197 -2.230366 -3.11 -2.27 -0.86
C -2.461950 3.122338 -3.112433 1.47 -0.04 1.18
C -1.085397 3.072759 -2.216958 -0.48 -0.57 -1.34
C 0.106930 2.498493 -3.160107 0.04 -0.94 1.36
C 0.519301 1.024716 -2.558416 1.28 0.32 -1.03
C -0.225929 -0.196655 -3.322658 -0.67 0.78 0.03
C -1.060905 -1.184044 -2.359731 -0.08 -0.91 -0.89
C -0.188106 -2.319272 -1.619407 -0.01 -0.11 0.30
C 1.090363 -1.774649 -0.802604 -0.23 -0.68 0.41
C 0.741805 -0.897004 0.506189 1.17 -0.19 0.41
C 2.060380 -0.017584 0.942028 -0.44 0.85 -0.01
C 1.713099 1.556948 1.180015 0.51 0.25 0.07
C 1.390017 1.936980 2.715079 -0.50 0.65 0.38
C -0.169630 1.734805 3.138973 0.41 -0.52 1.04
C -0.419236 0.222767 3.733794 -0.99 0.43 -1.05
C -1.701940 -0.429494 2.944834 1.18 -0.41 0.05
H -8.251255 2.878379 1.145727 0.89 -0.63 -2.44
H -7.089060 2.077225 -3.310101 0.24 -1.00 1.68
H -6.816978 0.400336 -2.397885 0.33 2.21 -0.23
H -4.484130 1.159402 -2.225830 -0.96 1.04 -0.05
H -6.686948 4.368379 -2.109986 0.60 -0.70 -0.40
H -5.434852 6.446390 -1.384503 0.41 -1.93 -0.39
H -4.865567 4.798922 -0.479464 -0.64 1.70 -1.22
H -2.638892 5.533603 -1.438801 -1.49 -0.05 -1.21
H -3.446392 5.572476 -3.233949 -0.06 0.34 2.04
H -2.305683 3.759002 -4.063809 -0.39 -1.02 1.42
H -2.762550 2.039528 -3.387735 0.52 1.84 0.35
H -1.325984 2.339818 -1.350429 0.59 1.35 -1.34
H -0.795363 4.098701 -1.791975 -0.70 -1.48 -0.66
H -0.263078 2.338025 -4.244818 0.76 0.55 1.70
H 1.037126 3.196517 -3.106746 -1.80 -1.20 -0.31
H 1.661617 0.918911 -2.756365 -1.91 0.07 0.49
H 0.384978 1.018873 -1.418789 0.07 -0.11 -1.80
H 0.524219 -0.747966 -4.022009 -1.37 0.74 1.44
H -1.001904 0.303404 -4.038580 1.27 -0.94 1.11
H -1.812125 -1.752325 -3.051287 1.23 0.93 1.23
H -1.722984 -0.612081 -1.601469 1.27 -0.64 -1.10
H 0.182822 -3.128738 -2.373239 -0.70 1.61 1.13
H -0.901636 -2.877777 -0.892581 1.23 0.91 -1.10
H 1.662270 -2.715833 -0.423482 -0.85 1.64 -0.70
H 1.817747 -1.208837 -1.487890 -1.19 -0.75 0.90
H -0.183176 -0.201873 0.376551 1.64 -1.29 0.16
H 0.570676 -1.626711 1.391922 -0.19 1.22 -1.59
H 2.511842 -0.402187 1.945796 -0.68 0.52 -1.97
H 2.870062 -0.049397 0.102574 -1.43 -0.21 1.55
H 0.845881 1.902560 0.482110 1.37 -0.62 1.27
H 2.639900 2.168261 0.849231 -1.46 -0.96 0.59
H 1.630891 3.053255 2.957081 -0.24 -1.91 -0.81
H 2.075387 1.325296 3.434441 -1.26 0.96 -1.31
H -0.432894 2.458814 3.996797 0.51 -0.91 -1.43
H -0.905452 1.975353 2.268091 1.43 -0.51 1.38
H -0.673613 0.236448 4.854780 0.59 0.09 -1.70
H 0.536148 -0.399385 3.575129 -1.58 0.86 0.21
H -1.752269 0.026025 1.879273 -0.12 -0.79 1.86
H -1.488912 -1.562526 2.819913 -0.75 1.81 0.26
H -2.674811 -0.249480 3.525772 1.44 -0.30 -1.00
C 5.050178 -1.996508 2.651261 0.01 0.11 -0.13
C 4.101058 -3.021311 2.045732 -0.05 -0.06 0.15
C 4.070032 -4.341488 2.819377 -0.03 -0.06 -0.05
C 5.402168 -5.098448 2.862808 0.07 0.10 0.04
C 5.990842 -5.450206 1.495166 0.01 -0.11 0.13
C 5.100595 -6.380708 0.683262 0.07 0.01 -0.17
H 6.084459 -2.349128 2.645107 -0.07 0.05 0.03
H 5.013914 -1.066150 2.078914 0.07 0.01 0.07
H 4.768963 -1.768372 3.683534 0.07 -0.03 -0.03
H 4.366547 -3.194997 0.998026 -0.02 -0.04 0.03
H 3.090083 -2.598739 2.038456 0.02 -0.07 -0.05
H 3.297219 -4.985245 2.387997 0.03 -0.01 0.02
H 3.753000 -4.141625 3.849866 0.01 0.01 -0.07
H 5.257250 -6.021256 3.436615 0.01 0.05 -0.06
H 6.138429 -4.512130 3.422792 -0.06 -0.02 -0.01
H 6.959617 -5.939035 1.648289 -0.07 0.09 0.00
H 6.195550 -4.542278 0.919495 0.00 0.00 0.05
H 4.927238 -7.318191 1.219265 -0.04 0.07 -0.04
H 5.577459 -6.620669 -0.270742 -0.10 -0.04 0.05
H 4.131986 -5.924450 0.462887 0.03 -0.06 0.02
```
Positions in Å, forces in eV/Å.

ΔE to the lowest compared entry with this formula, charge and spin, kcal per mole: 159.56
E_LUMO, eV: -3.15
Charge: +1
HOMO-LUMO gap, eV: 8.91
HOMO level, eV: -12.06

[2]
C27H54O27 | ωB97M-V with the def2-TZVPD basis set

Structure (XYZ):
```
108
Properties=species:S:1:pos:R:3:forces:R:3
C -5.936519 -1.177806 1.477472 -5.46 -2.46 -0.07
O -4.692519 -1.592806 2.028472 -1.29 -0.63 -1.36
C -3.939519 -0.718806 2.616472 1.63 4.74 1.53
O -4.247519 0.427194 2.960472 -0.21 -2.07 -0.70
O -2.690519 -1.165806 2.746472 0.49 -1.12 0.34
C -1.638519 -0.287806 3.231472 -3.95 3.39 1.34
H -6.222519 -1.869806 0.537472 1.14 1.12 2.36
H -6.246519 -0.190806 1.099472 1.77 0.27 0.61
H -6.938519 -1.368806 2.283472 3.27 0.24 -2.02
H -1.333519 0.334194 2.404472 -0.33 0.80 -0.02
H -0.795519 -0.773806 3.469472 2.58 -2.87 0.84
H -1.939519 0.317194 4.248472 0.36 -1.30 -2.88
C 5.764481 -1.627806 -0.773528 5.31 1.62 -4.79
O 5.217481 -1.564806 0.465472 -3.96 -0.01 -0.35
C 5.776481 -1.903806 1.593472 3.42 -0.38 -0.26
O 6.960481 -2.089806 1.685472 1.04 -0.22 0.12
O 4.960481 -1.983806 2.587472 -2.05 0.51 1.13
C 5.425481 -2.015806 4.001472 -1.29 4.56 -1.67
H 5.246481 -1.578806 -1.787528 -1.52 0.64 2.28
H 6.356481 -2.513806 -1.174528 -0.23 0.30 2.13
H 6.566481 -0.710806 -0.938528 -1.82 -2.17 0.68
H 6.472481 -1.827806 4.044472 1.00 -1.26 0.00
H 4.908481 -2.883806 4.305472 0.16 -0.70 1.37
H 5.080481 -0.936806 4.427472 -0.05 -2.87 -0.56
C -1.084519 0.025194 -6.199528 4.49 -0.75 1.82
O -2.250519 0.112194 -6.908528 -2.93 0.74 -0.91
C -3.162519 0.853194 -6.263528 0.80 0.82 5.89
O -2.887519 1.283194 -5.084528 -1.22 -0.89 -3.88
O -4.364519 0.961194 -6.779528 2.97 -2.19 -2.04
C -5.426519 1.351194 -5.966528 -1.87 0.84 -6.55
H -0.513519 1.026194 -6.224528 -1.05 -1.45 0.36
H -0.409519 -0.686806 -6.789528 -1.08 0.79 0.86
H -1.165519 -0.374806 -5.058528 -0.14 1.05 -2.89
H -6.211519 1.347194 -6.838528 0.65 0.23 2.16
H -5.205519 2.313194 -5.775528 0.00 3.29 1.88
H -5.708519 0.696194 -5.279528 -0.73 -2.66 3.36
C 2.201481 0.353194 5.160472 -3.31 1.72 -2.52
O 3.495481 0.847194 5.554472 1.98 -0.45 0.50
C 3.683481 1.906194 6.351472 -5.05 2.10 3.91
O 2.618481 2.549194 6.779472 5.70 -2.19 -1.99
O 4.996481 2.071194 6.893472 -2.59 -1.47 -2.84
C 5.227481 3.138194 7.787472 3.00 0.65 1.89
H 1.437481 -0.067806 5.911472 1.86 1.07 -0.26
H 2.266481 -0.490806 4.371472 0.86 1.52 1.38
H 1.626481 1.286194 4.570472 1.41 -2.55 1.63
H 6.554481 3.396194 7.816472 -4.21 -1.14 -0.25
H 4.946481 2.748194 8.877472 0.37 1.45 -2.36
H 4.779481 4.077194 7.394472 -0.03 -0.73 0.87
C -3.316519 -3.158806 -5.066528 0.64 1.27 2.79
O -3.069519 -2.341806 -3.851528 -0.48 0.69 0.82
C -4.101519 -1.596806 -3.287528 -1.12 -3.31 -4.21
O -5.233519 -1.692806 -3.725528 0.50 0.54 0.39
O -3.719519 -0.866806 -2.322528 3.77 -1.24 0.23
C -4.508519 0.153194 -1.939528 -1.26 1.26 6.14
H -3.354519 -2.527806 -5.872528 -0.07 1.72 -2.05
H -4.208519 -3.687806 -5.024528 -1.55 -1.09 0.46
H -2.454519 -3.761806 -5.130528 0.81 -0.86 0.02
H -3.831519 0.756194 -1.106528 -1.84 -1.30 -2.27
H -5.388519 -0.377806 -1.258528 1.55 2.04 -2.15
H -4.732519 0.784194 -2.769528 -0.80 0.47 -0.30
C -0.271519 -1.875806 -2.269528 -0.63 -0.67 2.18
O 0.963481 -1.371806 -1.589528 0.40 -1.27 -1.05
C 0.939481 -0.663806 -0.470528 3.17 -1.76 0.01
O -0.000519 -0.187806 -0.017528 -5.76 2.68 2.14
O 2.116481 -0.569806 0.168472 1.80 -2.01 -0.91
C 2.230481 -0.083806 1.525472 -0.26 4.35 -1.86
H -0.332519 -1.345806 -3.178528 0.09 0.35 -1.16
H -1.253519 -1.673806 -1.726528 1.66 -0.05 -0.25
H -0.214519 -3.006806 -2.426528 0.40 1.71 0.29
H 3.187481 -0.313806 2.037472 -0.38 -0.10 -1.24
H 1.442481 -0.384806 2.168472 -1.05 -0.40 0.21
H 2.100481 1.119194 1.305472 0.54 -2.92 1.50
C 0.230481 2.219194 -3.663528 1.00 -0.95 2.11
O 1.392481 2.712194 -2.967528 0.87 1.22 1.16
C 2.079481 3.827194 -3.324528 0.12 -0.70 -1.98
O 2.136481 4.370194 -4.397528 -1.59 -0.14 -0.80
O 2.911481 4.189194 -2.400528 -0.18 -0.86 3.14
C 3.301481 5.546194 -2.258528 -12.42 -2.03 13.64
H 0.604481 2.046194 -4.655528 -0.86 -0.42 -0.59
H -0.574519 2.907194 -3.512528 -0.50 0.58 -0.68
H -0.051519 1.323194 -2.991528 0.52 0.95 -1.72
H 2.490481 6.292194 -2.430528 0.01 -0.91 0.01
H 3.884481 5.701194 -2.849528 12.86 3.49 -11.44
H 3.537481 5.673194 -1.099528 0.15 -0.29 -2.78
C -0.138519 -7.376806 0.051472 2.46 1.87 -1.94
O -1.017519 -6.507806 -0.525528 -3.67 5.48 -1.66
C -1.190519 -5.275806 0.104472 -0.76 0.27 3.30
O -0.653519 -4.997806 1.168472 0.23 -0.68 -1.79
O -2.215519 -4.445806 -0.323528 2.31 -4.29 -2.92
C -2.559519 -3.295806 0.283472 -1.94 5.63 -0.70
H 0.035481 -8.012806 -0.774528 0.20 -1.79 0.06
H -0.531519 -7.614806 0.941472 -1.07 -2.17 3.19
H 0.760481 -6.818806 0.218472 0.97 -0.02 0.41
H -3.008519 -2.486806 -0.537528 0.98 -2.43 1.40
H -1.872519 -2.555806 0.754472 0.46 -1.59 0.01
H -3.416519 -3.423806 0.918472 -0.12 -0.34 0.65
C 0.273481 4.295194 4.605472 -1.22 -2.48 3.62
O 0.511481 4.625194 3.310472 0.97 0.52 -4.09
C 0.590481 3.637194 2.347472 -2.82 -1.60 0.09
O 0.443481 2.436194 2.627472 0.99 2.76 -0.78
O 0.504481 4.157194 1.056472 0.86 0.14 2.33
C 0.162481 3.232194 -0.015528 0.74 0.68 2.46
H 0.669481 5.038194 5.382472 -1.23 -0.48 -1.62
H 0.785481 3.405194 4.913472 1.21 -0.56 -0.14
H -0.768519 3.779194 4.792472 1.15 2.11 -0.41
H 0.794481 2.408194 0.012472 1.13 -1.42 -0.17
H 0.156481 3.710194 -0.927528 0.65 1.50 -1.70
H -0.804519 2.942194 0.154472 -2.49 -1.11 0.57
```
Positions in Å, forces in eV/Å.

ΔE to the lowest compared entry with this formula, charge and spin, kcal per mole: 371.31
E_LUMO, eV: 0.47
Charge: 0
HOMO-LUMO gap, eV: 10.75
HOMO level, eV: -10.29